No. 1
{
  "formula": "C11H10AlBrNS",
  "method": "ωB97M-V with the def2-TZVPD basis set",
  "orbital_gap_ev": 4.86,
  "multiplicity": 1,
  "total_charge": -1,
  "lumo_ev": 2.320,
  "de_lowest_ev": 0.0000,
  "e_homo_ev": -2.54,
  "symbols": ["C", "C", "Br", "C", "H", "C", "C", "N", "H", "H", "H", "H", "C", "C", "H", "H", "H", "Al", "S", "C", "C", "C", "H", "C", "H"],
  "xyz": [[1.001, -0.759, -3.584], [-2.312, 0.931, 2.218], [1.669, -0.948, -0.003], [-1.709, 0.682, 0.934], [-1.680, 1.361, 0.086], [-2.395, -0.280, 2.924], [0.535, 0.578, -3.737], [0.684, -0.003, 3.085], [2.912, -1.568, -2.736], [1.478, 2.543, -3.180], [-2.846, -0.428, 3.913], [3.505, 1.025, -2.233], [-1.894, -1.323, 2.124], [0.862, 0.052, 4.278], [-2.729, 1.883, 2.549], [-1.873, -2.381, 2.385], [-0.399, 0.879, -4.205], [0.220, -0.010, 1.391], [1.073, 0.144, 5.828], [1.525, 1.457, -3.195], [2.283, -0.713, -2.959], [-1.560, -0.787, 0.829], [0.488, -1.663, -3.900], [2.598, 0.662, -2.708], [-1.435, -1.335, -0.103]]
}

No. 2
{
  "formula": "C4H9NO2",
  "method": "ωB97M-V with the def2-TZVPD basis set",
  "orbital_gap_ev": 10.78,
  "multiplicity": 1,
  "total_charge": 0,
  "lumo_ev": 0.924,
  "de_lowest_ev": 2.1040,
  "smiles": "CCNC(=O)OC",
  "e_homo_ev": -9.86,
  "symbols": ["C", "C", "H", "H", "C", "O", "H", "H", "C", "H", "N", "H", "H", "O", "H", "H"],
  "xyz": [[-1.720, -0.612, 0.034], [-1.375, 0.783, 0.795], [2.871, 0.931, -1.335], [-2.671, -0.580, -0.523], [2.445, 0.272, -0.585], [1.050, 0.533, -0.587], [2.873, 0.434, 0.404], [-2.328, 0.961, 1.243], [0.427, -0.542, -0.053], [-0.668, -0.418, -1.724], [-0.629, -0.963, -0.865], [-1.100, 1.631, 0.142], [-0.640, 0.840, 1.631], [0.746, -1.074, 0.980], [2.582, -0.776, -0.870], [-1.768, -1.403, 0.785]]
}

No. 3
{
  "formula": "C13H26O3S",
  "method": "ωB97M-V with the def2-TZVPD basis set",
  "orbital_gap_ev": 11.38,
  "multiplicity": 1,
  "total_charge": 0,
  "lumo_ev": 0.683,
  "smiles": "CCCCCCCCC[C@H]1CCS(=O)(=O)OC1",
  "e_homo_ev": -10.70,
  "symbols": ["C", "H", "H", "H", "C", "H", "H", "H", "H", "S", "H", "C", "H", "H", "O", "C", "C", "C", "C", "C", "H", "H", "H", "H", "H", "O", "H", "H", "H", "H", "H", "H", "C", "H", "O", "C", "C", "H", "H", "C", "C", "H", "H"],
  "xyz": [[1.997, -1.516, 1.283], [-0.712, 0.236, -1.770], [-0.975, 2.744, -0.166], [0.944, -1.807, 1.340], [2.129, -0.090, 1.848], [-0.589, 1.700, -2.698], [2.533, -2.211, 1.929], [0.467, -1.071, -0.782], [2.176, -0.184, 2.934], [-2.624, -1.805, 1.089], [-4.096, 0.746, -1.086], [1.897, 0.355, -1.647], [-4.647, -0.798, 0.610], [2.905, 0.550, -1.282], [-3.307, -2.659, 2.000], [-1.508, 2.028, -0.794], [0.970, 1.495, -1.247], [-0.489, 1.299, -1.689], [1.478, -1.057, -1.191], [-1.444, 0.422, 1.072], [-2.719, -0.161, -1.647], [3.862, 1.140, 2.283], [2.342, -2.810, -0.355], [-2.183, 2.614, -1.419], [-3.035, 1.753, 0.675], [-1.525, -2.308, 0.326], [-4.045, -1.832, -0.712], [1.448, -1.706, -2.067], [3.443, -1.460, -0.356], [-1.028, 1.159, 1.757], [4.103, 0.117, 0.891], [1.002, 1.688, -0.172], [2.404, -1.735, -0.170], [1.219, 0.481, 1.654], [-2.143, -0.541, 1.905], [-3.230, 0.175, -0.748], [3.363, 0.721, 1.408], [3.078, 1.569, 0.790], [-0.608, -0.080, 0.586], [-2.366, 1.118, 0.090], [-3.786, -1.050, -0.003], [1.338, 2.404, -1.729], [1.963, 0.365, -2.738]]
}

No. 4
{
  "formula": "C4H7NO",
  "method": "ωB97M-V with the def2-TZVPD basis set",
  "orbital_gap_ev": 11.52,
  "multiplicity": 1,
  "total_charge": 0,
  "lumo_ev": 0.795,
  "de_lowest_ev": 1.1351,
  "smiles": "N#CCCCO",
  "e_homo_ev": -10.72,
  "symbols": ["H", "H", "H", "C", "C", "C", "H", "O", "N", "H", "H", "C", "H"],
  "xyz": [[1.213, 0.948, -1.188], [2.172, -0.440, -0.645], [-1.905, -1.182, 0.312], [1.268, 0.145, -0.446], [-1.040, -0.531, 0.474], [0.015, -0.757, -0.616], [0.302, -1.811, -0.573], [1.432, 0.672, 0.857], [-1.811, 1.976, 0.537], [-0.446, -0.595, -1.600], [-0.614, -0.772, 1.452], [-1.499, 0.862, 0.518], [0.911, 1.484, 0.916]]
}

No. 5
{
  "formula": "C4H10N3O2",
  "method": "ωB97M-V with the def2-TZVPD basis set",
  "orbital_gap_ev": [6.92, 10.34],
  "multiplicity": 3,
  "total_charge": 1,
  "lumo_ev": [-3.247, -4.719],
  "de_lowest_ev": 0.0000,
  "e_homo_ev": [-10.17, -15.06],
  "symbols": ["H", "C", "N", "O", "H", "H", "N", "H", "C", "C", "H", "H", "H", "O", "H", "H", "N", "H", "C"],
  "xyz": [[-2.557, -3.369, 1.627], [1.813, 0.594, -0.645], [-1.398, -1.085, -0.212], [-2.434, -2.793, 0.898], [-0.144, -0.190, 1.705], [-0.489, -2.135, 1.387], [-0.940, 0.696, -1.758], [2.598, 0.845, -0.015], [0.822, 0.084, 1.432], [-0.452, -0.118, -0.591], [-0.688, 0.289, -2.657], [2.931, 0.660, -2.329], [1.475, -0.691, 1.889], [2.084, 0.385, -1.980], [1.109, 1.110, 1.686], [-2.286, -0.965, -0.724], [0.747, 0.101, -0.054], [-0.377, 1.592, -1.751], [-1.384, -1.948, 0.874]]
}

No. 6
{
  "formula": "C47H34InN6O2S2Te2",
  "method": "ωB97M-V with the def2-TZVPD basis set",
  "orbital_gap_ev": 7.68,
  "multiplicity": 1,
  "total_charge": -1,
  "lumo_ev": 1.927,
  "de_lowest_ev": 1.0430,
  "e_homo_ev": -5.75,
  "symbols": ["N", "C", "C", "C", "C", "C", "H", "C", "Te", "O", "Te", "H", "H", "H", "H", "C", "H", "N", "C", "H", "H", "H", "C", "C", "H", "C", "C", "C", "C", "S", "C", "C", "H", "H", "C", "H", "C", "C", "C", "H", "C", "C", "H", "H", "C", "In", "H", "O", "C", "C", "H", "C", "C", "H", "H", "C", "H", "H", "C", "C", "C", "C", "C", "C", "N", "C", "H", "C", "N", "C", "C", "H", "C", "C", "C", "H", "H", "H", "N", "N", "H", "H", "S", "C", "C", "H", "H", "H", "C", "C", "H", "C", "C", "H"],
  "xyz": [[-3.990, -5.452, 0.228], [-0.633, -7.346, -0.885], [0.308, 2.818, -1.751], [0.939, 1.846, 3.966], [-1.164, 4.567, -0.740], [-4.419, 1.685, 3.905], [3.828, -3.465, -3.547], [-1.377, 2.278, 0.015], [2.928, 3.677, 2.564], [-2.780, 0.560, 1.914], [1.869, -3.760, -1.142], [1.376, 2.150, 1.056], [-3.171, 6.662, -0.783], [1.134, 0.547, -5.713], [-2.810, 4.696, 5.695], [2.087, -6.801, -0.758], [-3.304, 6.618, 0.974], [-1.285, -1.882, -0.658], [-1.904, 1.262, -4.406], [3.516, -0.616, 5.427], [-4.755, 3.551, 6.708], [2.160, 4.663, -0.534], [0.797, 1.635, -3.904], [-2.686, 4.057, 1.010], [0.213, 2.539, 3.557], [-3.495, -4.409, 0.293], [-2.797, 1.768, 2.031], [-2.159, 4.998, 0.142], [0.270, -8.376, -0.659], [1.985, -0.891, 1.463], [2.155, 3.575, -0.395], [1.559, 3.224, 0.971], [3.648, -3.281, -5.999], [-0.087, -9.389, -0.522], [-2.632, 6.427, 0.137], [1.846, 1.789, -3.689], [-3.271, 3.858, 5.190], [5.280, -0.586, -0.878], [2.856, -3.505, -4.021], [-1.929, 3.943, 3.521], [-4.360, 3.212, 5.759], [2.790, 0.083, 5.034], [1.428, -3.358, -7.089], [-1.697, -7.547, -0.914], [-0.762, 3.249, -0.795], [0.214, -0.505, -0.223], [1.101, -0.998, 5.793], [-1.106, 1.019, -0.164], [-0.961, 0.762, -5.291], [-2.107, -2.541, -0.126], [-1.278, 0.223, -6.175], [-4.935, 2.125, 5.113], [3.056, -0.656, 0.108], [-4.834, 0.818, 3.407], [-3.442, 4.370, 1.720], [-2.772, 3.431, 3.968], [-0.690, 5.285, -1.403], [2.335, -8.902, -0.411], [5.041, -0.890, 1.525], [-2.296, 2.712, 0.995], [-1.497, 1.939, -3.265], [1.435, -0.134, 5.232], [0.507, 0.745, 4.692], [-0.175, -6.047, -1.046], [5.542, -1.045, 2.549], [0.392, 0.951, -5.036], [-1.795, 7.124, 0.212], [1.507, -3.440, -6.013], [1.553, 2.977, -1.580], [0.363, -3.576, -5.240], [1.188, -5.766, -0.993], [-2.238, 2.299, -2.562], [2.298, 2.055, 3.751], [0.463, -3.671, -3.859], [-0.144, 2.130, -3.002], [-0.435, -3.746, -3.257], [-0.613, -3.595, -5.710], [3.201, 3.265, -0.407], [-2.991, -3.215, 0.423], [5.979, -0.502, -1.789], [-5.781, 1.616, 5.557], [-2.960, 1.114, -4.595], [2.357, -0.452, -1.476], [4.419, -0.702, 0.255], [1.628, -8.102, -0.594], [3.148, -6.592, -0.711], [4.280, 1.297, 4.087], [0.637, 3.755, 1.171], [2.752, -3.398, -5.402], [1.711, -3.650, -3.246], [-0.888, -5.245, -1.194], [-3.342, 2.340, 3.318], [3.225, 1.167, 4.284], [-0.554, 0.580, 4.833]]
}